## one
The following is a DFT calculation (ωB97M-V/def2-TZVPD) of a cluster of 2 separate species, CH6NPS in total.

Calculated values
* spin multiplicity: 1
* gap between HOMO and LUMO (alpha / beta): 0.283 / 0.275 Ha
* E_HOMO (alpha / beta): -8.63 / -8.76 eV
* LUMO level (alpha / beta): -0.931 / -1.263 eV
* M: 95.11 u

Last column: Mulliken charge in e.
CARTESIAN COORDINATES (ANGSTROEM)
S 1.188 -1.553 0.414  0.220
H 3.197 -2.162 0.795  0.242
N 2.308 -2.383 1.058  -0.462
H -2.909 1.374 0.072  0.256
H -1.880 1.014 -1.341  0.323
P 2.031 0.241 -0.194  -0.003
C -1.891 0.984 -0.314  -1.015
H -1.208 1.714 0.053  0.262
H -1.712 -0.048 0.032  0.190
H 0.876 0.819 -0.575  -0.014


## two
The following is a DFT calculation (ωB97M-V/def2-TZVPD) of a cluster of 2 separate species, CH6NPS in total.

Calculated values
* spin multiplicity: 1
* gap between HOMO and LUMO: 0.331 Ha
* E_HOMO: -8.91 eV
* SMILES: C=P.NS
* LUMO level: 0.096 eV
* M: 95.11 u

Last column: Mulliken charge in e.
CARTESIAN COORDINATES (ANGSTROEM)
H 1.910 -0.541 -2.015  0.251
H -1.639 2.758 0.350  -0.001
H 1.510 0.329 -0.652  0.248
S 0.506 -1.749 -0.456  -0.111
H -0.125 0.863 1.288  0.263
C -1.271 0.579 1.066  -0.552
P -2.330 1.601 0.304  -0.086
N 1.761 -0.610 -1.021  -0.509
H 1.200 -2.921 -0.391  0.132
H -1.522 -0.309 1.528  0.365


Quick ranking, most stable first: one, two.


## one
The following is a DFT calculation (ωB97M-V/def2-TZVPD) of a cluster of 2 separate species, C5H10NO2 in total.

Calculated values
* expectation value of S²: 0.76
* spin multiplicity: 2
* gap between HOMO and LUMO (alpha / beta): 0.344 / 0.197 Ha
* E_HOMO (alpha / beta): -8.70 / -8.67 eV
* LUMO level (alpha / beta): 0.674 / -3.316 eV
* M: 116.14 u

Last column: Mulliken spin population.
CARTESIAN COORDINATES (ANGSTROEM)
H -3.783 0.693 -2.078  0.002
H 0.680 1.617 2.643  0.000
O -0.621 0.567 -1.945  0.222
H 1.103 0.022 3.204  0.000
H 0.968 -0.955 -1.275  0.001
N -2.820 0.912 -2.264  0.002
H 2.240 -1.142 1.561  0.000
H -2.589 1.549 -3.008  0.004
H 2.001 -2.283 -0.716  0.000
C 1.816 -1.204 -0.648  -0.003
C 1.616 -0.760 0.755  0.012
H 2.704 -0.758 -1.110  0.001
C 0.655 0.086 1.130  -0.002
C -1.775 0.408 -1.559  -0.058
H 0.033 0.526 0.369  0.000
H -0.587 0.412 2.898  0.000
C 0.429 0.560 2.527  -0.001
O -2.070 -0.249 -0.484  0.818


## two
The following is a DFT calculation (ωB97M-V/def2-TZVPD) of an isolated molecule of C5H10NO2.

Calculated values
* expectation value of S²: 0.76
* spin multiplicity: 2
* gap between HOMO and LUMO (alpha / beta): 0.386 / 0.297 Ha
* E_HOMO (alpha / beta): -9.83 / -9.89 eV
* LUMO level (alpha / beta): 0.674 / -1.806 eV
* M: 116.14 u

Last column: Mulliken spin population.
CARTESIAN COORDINATES (ANGSTROEM)
C 0.372 -0.284 -0.123  0.006
O -3.131 0.192 -1.206  0.734
H -2.331 -0.051 0.651  0.002
H 2.685 0.212 1.266  0.000
C 2.746 0.356 0.193  0.003
C -0.775 0.180 -1.042  0.216
H -0.841 -0.322 -2.012  -0.003
H -0.740 -0.904 1.620  -0.001
H -0.566 0.793 1.566  -0.001
H 0.383 -1.374 -0.279  0.003
H -2.037 -1.443 -0.324  0.031
H -1.025 1.246 -1.015  -0.002
N 1.544 0.465 -0.519  0.009
C -2.280 -0.343 -0.415  -0.001
H 1.450 0.849 -1.441  -0.004
H 0.877 -0.400 1.973  0.000
O 3.687 0.969 -0.287  0.002
C -0.016 -0.139 1.393  0.006


Quick ranking, most stable first: one, two.


## one
The following is a DFT calculation (ωB97M-V/def2-TZVPD) of a cluster of 4 separate species, CH11NO4 in total.

Calculated values
* spin multiplicity: 1
* gap between HOMO and LUMO: 0.391 Ha
* E_HOMO: -10.42 eV
* SMILES: NCO.O.O.O
* LUMO level: 0.220 eV
* M: 101.10 u

Last column: Mulliken charge in e.
CARTESIAN COORDINATES (ANGSTROEM)
H 2.346 0.258 2.050  0.301
H -0.763 -0.673 -1.869  0.346
H -3.295 1.919 0.437  0.339
N 0.617 -1.055 1.567  -0.578
H -2.793 2.820 1.576  0.310
H -0.010 1.121 -2.408  0.345
O 0.137 0.519 -3.215  -0.721
H 2.008 -1.432 -0.156  0.340
O -3.625 2.488 1.235  -0.654
H 0.335 -1.291 2.483  0.228
C 2.158 -0.703 1.628  -0.225
H 0.216 -0.147 1.291  0.221
H 2.617 -1.352 2.344  0.252
O -1.495 -0.636 -1.159  -0.613
H -1.364 -1.404 -0.719  0.286
O 2.773 -0.996 0.365  -0.527
H 1.111 0.777 -3.571  0.349


## two
The following is a DFT calculation (ωB97M-V/def2-TZVPD) of a cluster of 4 separate species, CH11NO4 in total.

Calculated values
* spin multiplicity: 1
* gap between HOMO and LUMO: 0.355 Ha
* E_HOMO: -9.08 eV
* SMILES: NCO.O.O.O
* LUMO level: 0.578 eV
* M: 101.10 u

Last column: Mulliken charge in e.
CARTESIAN COORDINATES (ANGSTROEM)
H -2.191 0.920 -0.923  0.192
H -1.037 0.445 1.760  0.346
O 2.876 0.148 0.098  -0.694
O 1.061 -1.166 -1.687  -0.679
H 2.539 -0.192 -0.747  0.353
H -1.605 -1.591 0.467  0.173
H 0.710 -1.784 -1.037  0.312
H 0.695 2.415 1.052  0.290
C -2.092 -0.612 0.491  -0.229
H 3.834 0.085 0.058  0.300
H -0.646 0.488 -0.478  0.287
H 0.374 -1.107 -2.362  0.320
N -1.599 0.194 -0.566  -0.425
H 1.468 1.124 0.715  0.374
O 0.594 1.461 0.985  -0.639
O -1.809 -0.154 1.819  -0.566
H -3.172 -0.675 0.354  0.284


Quick ranking, most stable first: two, one.


## one
The following is a DFT calculation (ωB97M-V/def2-TZVPD) of a cluster of 2 separate species, C2H5NO3 in total.

Calculated values
* spin multiplicity: 1
* gap between HOMO and LUMO: 0.400 Ha
* E_HOMO: -10.16 eV
* SMILES: NC=O.O=CO
* LUMO level: 0.710 eV
* M: 91.07 u

Last column: Mulliken charge in e.
CARTESIAN COORDINATES (ANGSTROEM)
O 0.401 1.345 -5.556  -0.454
H 0.456 -0.452 2.935  0.236
H 1.418 0.759 -3.901  0.286
N 0.311 -0.794 3.869  -0.429
O -1.141 0.877 4.361  -0.490
O -0.465 -0.072 -4.070  -0.397
C -0.867 -0.299 4.390  0.165
H 0.542 0.883 -6.399  0.327
H -1.582 -1.013 4.818  0.270
H 0.459 -1.802 3.985  0.249
C 0.466 0.568 -4.432  0.238


## two
The following is a DFT calculation (ωB97M-V/def2-TZVPD) of an isolated molecule of C2H5NO3.

Calculated values
* spin multiplicity: 1
* gap between HOMO and LUMO: 0.397 Ha
* E_HOMO: -9.99 eV
* SMILES: NCC(=O)OO
* LUMO level: 0.821 eV
* M: 91.07 u

Last column: Mulliken charge in e.
CARTESIAN COORDINATES (ANGSTROEM)
N -0.285 -1.674 -0.331  -0.592
H 1.606 2.096 0.805  0.376
H -1.704 -0.077 -0.045  0.229
C -0.765 -0.327 -0.575  -0.261
O 1.652 1.403 1.506  -0.357
C 0.219 0.730 -0.139  0.596
H -1.015 -2.348 -0.533  0.230
O 0.431 1.779 -0.692  -0.630
H -0.943 -0.197 -1.646  0.317
H 0.002 -1.787 0.634  0.239
O 0.801 0.402 1.015  -0.146


Quick ranking, most stable first: one, two.


## one
The following is a DFT calculation (ωB97M-V/def2-TZVPD) of a cluster of 2 separate species, C2H5NO3 in total.

Calculated values
* spin multiplicity: 1
* gap between HOMO and LUMO: 0.399 Ha
* E_HOMO: -10.27 eV
* SMILES: O=CNC=O.O
* LUMO level: 0.601 eV
* M: 91.07 u

Last column: Mulliken charge in e.
CARTESIAN COORDINATES (ANGSTROEM)
H -0.813 0.690 -2.305  0.335
O 0.346 -1.659 -0.784  -0.425
H -0.532 1.657 -1.130  0.313
H -1.062 -0.290 1.848  0.266
N -0.316 -0.322 1.075  -0.132
C 0.722 0.642 1.215  -0.005
C -0.509 -1.234 -0.078  0.185
H 0.900 0.850 2.328  0.301
O 1.383 1.145 0.392  -0.418
H -1.567 -1.669 0.161  0.248
O -1.228 1.085 -1.515  -0.667


## two
The following is a DFT calculation (ωB97M-V/def2-TZVPD) of a cluster of 2 separate species, C2H5NO3 in total.

Calculated values
* spin multiplicity: 1
* gap between HOMO and LUMO: 0.397 Ha
* E_HOMO: -10.05 eV
* SMILES: NC=O.O=CO
* LUMO level: 0.745 eV
* M: 91.07 u

Last column: Mulliken charge in e.
CARTESIAN COORDINATES (ANGSTROEM)
O -2.535 -0.775 0.252  -0.407
N 1.814 0.719 0.085  -0.375
H 2.190 1.626 0.383  0.224
C -2.606 0.010 -0.926  0.228
O 1.978 -1.512 0.397  -0.561
H -3.496 0.631 -0.902  0.306
O -1.670 0.257 -1.662  -0.429
H 2.285 -0.271 1.969  0.359
C 1.981 -0.373 0.911  0.118
H -1.663 -0.871 0.429  0.295
H 1.722 0.560 -0.933  0.243


Quick ranking, most stable first: two, one.


## one
The following is a DFT calculation (ωB97M-V/def2-TZVPD) of a structure of composition C21H39N2O2P3Pt.

Calculated values
* expectation value of S²: 6.01
* spin multiplicity: 5
* gap between HOMO and LUMO (alpha / beta): 0.278 / 0.171 Ha
* E_HOMO (alpha / beta): -18.78 / -18.80 eV
* net charge: +4
* LUMO level (alpha / beta): -11.213 / -14.143 eV
* M: 639.56 u

Last column: Mulliken spin population.
CARTESIAN COORDINATES (ANGSTROEM)
C 3.978 2.552 -0.614  0.022
C 2.123 -3.640 0.422  -0.005
H 3.352 3.292 -0.095  -0.005
H 0.878 1.945 -2.872  -0.015
H 2.432 -4.560 0.927  0.003
H -1.687 0.516 -2.826  0.014
H -0.808 4.077 -0.877  0.000
H 0.998 1.935 2.293  0.001
P -3.627 1.258 0.887  0.140
H 2.070 2.941 -3.735  -0.002
H -4.417 2.678 -0.920  -0.004
H -0.049 5.856 1.074  0.000
H 0.432 5.121 3.862  0.000
H 2.970 -2.952 0.487  0.003
H -2.689 1.848 3.004  0.005
C -2.041 0.291 0.813  0.520
C -2.279 -1.507 -2.266  0.180
H -3.268 -1.205 -1.906  0.035
C -0.075 -0.919 -3.167  0.200
C -3.397 2.322 2.302  0.025
C -1.378 -0.539 -2.774  0.028
C 0.312 -2.298 -3.183  0.083
H -2.565 -3.611 -1.719  0.012
H -0.212 -4.312 -2.437  0.013
H -0.341 -4.938 2.010  0.003
H 1.529 -2.790 3.407  0.008
P 0.631 -2.834 1.074  0.118
C -3.572 2.005 -0.736  0.067
H 0.638 -0.167 -3.519  -0.007
H 1.970 -3.886 -0.632  0.005
C 0.600 2.728 1.670  0.014
H 4.513 0.903 -3.669  -0.002
P 3.021 1.704 -1.880  0.128
C -0.601 -3.303 -2.702  0.103
H -3.593 1.223 -1.505  -0.007
C 3.779 0.495 -2.965  0.016
C -0.613 -4.136 1.321  -0.004
C -4.786 -0.113 0.901  0.016
H 0.133 -1.734 3.185  0.000
C 2.007 0.553 -0.863  0.488
H 2.014 5.286 3.071  0.000
H 1.324 -2.583 -3.485  0.015
C 1.749 2.608 -2.739  0.029
H 4.282 -0.272 -2.363  -0.002
H 1.412 3.477 -2.166  0.003
H -4.550 -0.796 0.073  -0.006
C 1.198 4.583 3.287  -0.001
H -2.644 2.580 -0.836  -0.034
H 1.727 -1.269 2.543  0.004
O 1.819 0.072 0.187  0.248
C -0.319 3.870 0.070  0.003
H 4.854 3.074 -1.026  0.018
H -4.694 -0.678 1.837  0.001
H -0.875 -4.606 0.370  0.002
H -1.517 -3.674 1.730  0.004
H -4.339 2.499 2.853  0.013
C 1.039 -2.105 2.697  0.009
C -1.916 -2.895 -2.233  0.096
H 4.339 1.826 0.130  0.003
N 0.024 2.610 0.475  -0.006
Pt -0.406 -1.891 -1.285  1.151
H 1.588 3.761 3.894  0.000
C 0.053 4.780 1.038  0.002
N 0.636 4.046 2.052  -0.001
H -5.837 0.186 0.790  0.000
H -2.987 3.301 2.004  -0.003
O -1.069 -0.017 1.390  0.253
H 3.000 -0.005 -3.561  0.002


## two
The following is a DFT calculation (ωB97M-V/def2-TZVPD) of a structure of composition C21H39N2O2P3Pt.

Calculated values
* expectation value of S²: 6.01
* spin multiplicity: 5
* gap between HOMO and LUMO (alpha / beta): 0.217 / 0.222 Ha
* E_HOMO (alpha / beta): -17.53 / -18.48 eV
* net charge: +4
* LUMO level (alpha / beta): -11.617 / -12.436 eV
* M: 639.56 u

Last column: Mulliken spin population.
CARTESIAN COORDINATES (ANGSTROEM)
H 3.520 2.117 -1.132  -0.010
H -1.690 -3.925 -0.872  -0.009
H -2.863 -4.032 0.438  -0.006
C 0.828 -1.293 4.119  0.027
H 0.283 -3.200 -1.976  0.019
H -3.801 4.548 1.977  0.000
H -5.050 -0.524 -0.632  -0.001
H 3.229 -4.356 3.066  0.007
C 1.071 -2.631 -2.449  0.165
H 3.818 3.882 -1.331  0.006
P -3.130 -1.951 -0.737  0.055
C 0.709 2.978 -2.324  0.041
H 1.327 -1.104 5.087  0.051
H 0.543 -0.432 3.557  0.003
C 3.802 -1.391 3.491  0.013
C 2.429 -3.914 3.685  0.009
C 0.882 2.220 0.518  0.704
H -0.361 3.225 -2.334  0.001
C -2.476 -1.229 -2.283  0.067
C 2.196 -3.348 -3.082  0.054
H -3.163 -1.415 -3.132  0.012
H -4.487 3.374 -0.772  0.001
H -0.013 5.285 -0.161  -0.001
H 4.545 -1.998 2.938  0.004
O -1.151 -0.714 1.079  0.188
O 0.756 1.216 1.070  0.156
C 3.441 -1.261 -2.816  0.141
H 4.420 -0.872 -2.581  0.032
C 3.268 3.118 -0.751  0.033
H 0.036 -2.015 4.130  -0.005
C 1.081 -1.305 -1.955  -0.103
Pt 2.730 -2.454 -1.363  0.613
P 1.467 3.449 -0.733  0.051
H 1.175 3.541 -3.153  0.008
N -1.714 1.697 -0.277  0.010
C 2.278 -0.621 -2.203  0.061
H 3.624 3.138 0.292  -0.004
H 3.814 -0.350 3.164  0.004
H 1.554 5.544 0.607  -0.002
H 1.368 5.873 -1.142  -0.001
C 1.072 5.189 -0.320  0.029
H -4.932 3.166 2.043  0.000
H -3.396 3.111 2.961  0.000
C 3.454 -2.656 -3.228  -0.014
H -3.406 -4.335 -1.235  0.002
H 3.955 -1.477 4.578  0.039
H 2.757 -3.840 4.725  0.041
C -2.047 -1.210 0.546  0.656
H 2.353 0.281 -1.614  0.019
H -5.234 -1.846 0.563  -0.004
H -2.638 1.937 -2.189  0.000
H 0.407 -0.897 -1.210  0.007
C -2.022 2.110 0.936  0.016
N -3.188 2.829 0.897  -0.001
H 0.800 1.899 -2.515  -0.016
H -2.367 -0.142 -2.161  -0.003
C -4.909 -1.605 -0.467  0.034
H -1.464 -1.592 -2.531  -0.025
C -3.604 2.863 -0.433  0.005
H 1.487 -4.473 3.601  0.004
C -2.666 2.148 -1.138  0.000
P 2.195 -2.167 3.461  0.796
C -2.738 -3.720 -0.608  0.033
H 2.317 -4.423 -3.089  0.011
C -3.867 3.449 2.029  0.000
H -5.544 -2.177 -1.174  -0.002
H 4.407 -3.249 -3.320  -0.003
H -1.476 1.956 1.862  -0.020


Quick ranking, most stable first: one, two.